No. 1
C18H52N4O6 | ωB97M-V with the def2-TZVPD basis set

**E_HOMO**: -8.887 eV
**Energy above the lowest of the compared OMol25 structures with the same formula, charge and spin**: 67.0 kJ/mol
**Energy**: -37751.66183 eV
**Net charge**: 0
**M**: 420.636 g mol⁻¹

Geometry as XYZ:
```
80
Properties=species:S:1:pos:R:3:lowdin_charge:R:1
O 0.39072 -6.06025 0.06461 -0.198
O -0.93992 -1.26071 0.84973 -0.152
O 1.67464 4.02580 -1.55550 -0.174
O 3.43934 0.84007 -1.06488 -0.132
O 1.36946 4.58193 5.14830 -0.172
O -2.25361 -3.85624 -3.26526 -0.183
N -1.48666 -0.56663 -1.91270 0.040
N 2.46761 4.66991 -4.14790 0.040
N -1.34700 4.90659 4.42046 0.042
N -0.26003 -4.12731 2.05295 0.047
C -0.27860 -0.11416 1.33569 -0.149
C 3.60765 0.09758 0.16289 -0.141
C -1.49551 2.44966 4.08564 -0.082
C -0.78670 3.59361 4.77607 -0.443
C -0.98188 -5.38046 1.89964 -0.432
C 0.69694 3.54937 4.49145 -0.246
C 0.39584 6.05709 -4.43869 -0.073
C 0.73687 4.64482 -2.40263 -0.234
C -2.25268 -5.27358 1.03290 -0.050
C 1.04326 3.24972 -0.57480 -0.129
C 1.43250 5.47470 -3.46932 -0.436
C 2.74980 4.32809 5.26306 -0.114
C -1.58089 -2.89699 -2.49285 -0.227
C -1.61137 -5.09280 -3.20982 -0.112
C 1.25930 -7.00623 -0.50720 -0.111
C -2.34013 -1.59049 -2.53181 -0.418
C -0.00819 -6.40875 1.36366 -0.237
C -2.75083 -1.26492 -3.96534 -0.055
H 3.29013 0.72285 0.98875 0.067
H -0.24637 0.65060 0.55089 0.062
H -2.61364 -6.25835 0.73314 0.077
H 0.89083 3.53138 3.40421 0.131
H -1.54322 2.57616 3.00095 0.073
H -3.42671 -2.02814 -4.34711 0.077
H 2.28559 -6.89910 -0.14035 0.090
H 0.43134 3.87126 0.09468 0.087
H -0.57218 -2.72960 -2.92216 0.136
H 2.93386 3.35072 5.73184 0.085
H -2.28708 4.97864 4.79212 0.067
H -0.35856 6.65934 -3.93156 0.075
H -0.45133 -7.41414 1.35568 0.124
H 0.13963 3.85598 -2.90190 0.128
H -2.05904 -4.65043 0.16111 0.047
H -0.72279 0.25497 2.25609 0.055
H -0.95744 -1.21952 -0.12219 0.019
H 3.09877 -0.86751 0.11770 0.074
H -3.03096 -4.76371 1.60487 0.075
H 4.66352 -0.18654 0.21908 0.074
H -3.26712 -0.30428 -4.02231 0.076
H 1.83255 2.80141 0.02749 0.077
H 3.20083 5.09803 5.87991 0.086
H 0.93480 -8.03665 -0.29194 0.088
H 3.22017 4.30273 4.27039 0.089
H -1.44142 -3.26792 -1.47057 0.111
H -2.09587 -5.77765 -3.89985 0.090
H -1.86409 -1.21922 -4.60297 0.084
H 0.44869 2.43797 -1.01456 0.073
H -0.73153 -0.31558 -2.54131 0.087
H 2.93607 5.25017 -4.83551 0.067
H -1.29373 -5.77287 2.87415 0.133
H 0.19343 -3.90780 1.17137 0.062
H 1.96812 6.28550 -2.96364 0.140
H -0.54138 -5.00813 -3.47822 0.093
H -0.04282 5.25036 -5.02679 0.075
H 2.00898 3.93013 -4.67536 0.070
H 1.22962 -6.89818 -1.59016 0.082
H -2.05915 0.25658 -1.76318 0.092
H -1.04716 1.47116 4.28314 0.071
H 0.91816 6.72345 -5.12991 0.073
H 0.05874 5.26777 -1.80525 0.127
H -0.85811 -3.32252 2.20676 0.054
H -0.93356 3.51909 5.85665 0.143
H 1.06026 2.56938 4.85429 0.125
H 0.86474 -6.41666 2.03166 0.128
H -3.23996 -1.71829 -1.92407 0.149
H -1.61531 -5.51175 -2.19405 0.079
H 0.77646 -0.33368 1.55694 0.070
H -2.52654 2.38645 4.44245 0.078
H -1.42688 4.98029 3.41002 0.069
H 2.97876 0.27643 -1.68974 0.065
```

=====

No. 2
C18H52O14 | ωB97M-V with the def2-TZVPD basis set

**E_HOMO**: -8.770 eV
**Energy above the lowest of the compared OMol25 structures with the same formula, charge and spin**: 1070.5 kJ/mol
**Energy**: -48160.45566 eV
**Net charge**: 0
**M**: 492.600 g mol⁻¹

Geometry as XYZ:
```
84
Properties=species:S:1:pos:R:3:lowdin_charge:R:1
O -4.09357 0.56589 -6.97640 -0.041
O -0.13557 -2.69711 2.34860 -0.098
O 1.73643 5.29789 -0.60840 -0.138
O -5.04057 2.76889 2.32160 -0.027
O 4.84743 0.51889 -2.97140 -0.057
O -3.29057 0.73489 -3.33140 -0.061
O -1.76257 4.29289 -0.27840 -0.110
O -1.83057 -4.59511 4.74960 -0.022
O 2.64443 -4.69511 -2.82440 -0.008
O 4.18743 -0.88811 3.41660 -0.048
O -0.74857 -0.08711 1.53760 -0.098
O -0.53257 0.47189 -2.09840 -0.024
O -1.65857 2.01789 3.01860 -0.107
O 0.71643 -4.46511 0.38460 -0.055
C 3.18943 1.95389 -2.35740 -0.054
C 0.60843 4.41489 -0.61640 -0.209
C 2.77343 -0.68411 3.35260 -0.551
C -4.35657 0.80489 -5.64440 -0.258
C 2.50843 0.68389 2.82660 -0.083
C -2.70157 2.69389 2.37460 -0.270
C 1.37643 -3.93711 -0.77640 -0.179
C 2.76743 -0.53111 -2.65140 -0.053
C 2.18043 -5.13111 -1.51240 -0.167
C 2.07443 -1.18311 4.57560 -0.087
C -3.26257 0.30689 -4.70740 -0.209
C -0.66457 5.17589 -0.08240 -0.180
C -1.02357 0.67389 -0.82740 -0.213
C -0.35957 -0.32011 0.14060 -0.121
C -1.22357 -3.10711 3.01960 -0.247
C 3.44043 0.69189 -3.15240 -0.527
C -4.02857 2.18489 2.89060 -0.344
C -0.72857 -4.15211 4.04460 -0.219
H -3.38157 -0.82911 -4.56640 0.140
H -3.99257 0.29889 -2.93440 0.051
H -1.14057 0.37789 -2.77740 0.025
H 0.62343 3.93489 -1.47940 0.056
H -1.24257 1.32189 2.44360 0.046
H 1.92343 -4.32711 -3.10840 -0.029
H -1.86057 -2.29211 3.25860 0.125
H 2.18043 5.57389 0.31360 0.164
H 0.84443 -0.18011 0.12660 0.166
H 3.64943 1.87389 -1.36240 0.097
H -0.85357 1.60889 -0.67940 0.047
H 3.15943 1.55989 3.48060 0.153
H 3.61743 2.79389 -2.91140 0.091
H 2.19643 -2.36911 5.09460 0.170
H -2.59957 2.35489 1.35560 0.103
H -4.13757 1.13989 2.83460 0.110
H 1.39443 0.89589 2.83060 0.084
H -3.87357 2.51889 4.03560 0.158
H 2.17543 -3.14311 -0.49340 0.147
H 2.95543 0.92789 1.91260 0.030
H 2.22243 -1.33311 2.51260 0.147
H -0.91657 5.97189 -0.59140 0.052
H 1.03443 -0.68111 4.57860 0.106
H 4.65243 -1.14311 2.62760 0.080
H 2.39643 -0.60711 5.37460 0.022
H 2.95543 -0.54211 -1.59340 0.073
H 1.55443 -5.97311 -1.58840 0.078
H 3.00343 -5.50311 -0.70040 0.175
H -1.54457 3.86489 -1.13540 0.085
H 1.71743 -0.31011 -2.70640 0.051
H -5.07057 3.74589 2.34860 0.126
H 2.14543 1.96489 -2.44940 0.048
H -2.15257 -3.97411 5.32960 0.049
H -2.01257 0.56589 -0.81740 0.089
H 1.00543 3.56989 0.01360 0.134
H -4.55857 1.10289 -7.56240 0.058
H -0.23257 -4.86711 3.58860 0.075
H 0.21243 -3.44211 1.80460 0.080
H -0.47357 -1.24411 -0.09340 0.037
H -2.17457 0.38489 -5.12540 0.152
H 3.01343 -1.46511 -3.20540 0.098
H 3.12643 1.03089 -4.13440 0.137
H -2.40057 3.67289 2.55060 0.099
H -1.75757 -3.76611 2.34460 0.123
H -0.47357 -0.96611 1.83760 0.037
H 0.24843 -5.19011 0.19560 0.028
H -0.10357 -3.70611 4.82460 0.122
H -0.87957 5.40289 1.02860 0.155
H -5.12757 0.27989 -5.33940 0.064
H 5.11543 0.69789 -3.88740 0.094
H -4.42057 1.93189 -5.77940 0.159
H 0.64943 -3.29511 -1.20940 0.095
```

=====

- Which value of E_HOMO does entry 2 give?
  -8.770 eV